Here is a molecular structure, C16H36As2CrF12N4O6 from OMol25. Energies are from wB97M-V/def2-TZVPD.

Geometry as XYZ:
```
77
Properties=species:S:1:pos:R:3
H -2.98817 3.69516 2.10964
H -5.03128 1.07948 1.76622
N 3.73562 1.28625 1.85248
H 1.43075 3.13884 3.20379
H 3.83586 -2.23247 -1.90168
H 1.90779 3.87078 1.70686
H 2.64162 -2.97401 -2.90051
H -1.74938 2.43043 -4.55709
H -2.68523 -0.10146 1.77339
F 1.95201 -1.67127 2.72008
H -1.28657 -1.89325 -4.71750
H -1.08622 -1.60705 -2.91797
C -2.46823 -3.42234 -0.53178
H -3.90696 -0.78518 2.85915
H 1.43760 -3.57447 0.71136
C -2.52839 -2.07336 0.12756
H 4.83997 0.14681 0.38522
H 4.01262 -3.96531 0.10280
N -1.03635 0.03326 -4.08881
H -2.06181 3.27239 4.15052
C 1.89933 -2.46587 -0.89508
N -2.33321 2.92694 2.14060
H -2.84600 2.24772 -3.26690
O 1.04638 -1.60901 -0.63363
F 4.37280 1.37060 -1.92100
C 2.23046 3.15542 2.46333
H -0.69942 2.46261 3.37450
C 4.16988 0.03612 1.23776
F 1.21826 2.93373 -2.64229
H -4.60148 0.39613 0.22843
O -3.44572 -1.94188 1.14724
H 0.31824 -1.61499 -4.09162
C -0.73459 -1.38657 -3.92587
H 4.75711 -0.53354 1.95801
F 2.91692 3.21604 -0.95965
H 3.02607 -5.35217 0.41401
H -1.43804 0.29260 -4.97846
O -0.61091 0.59783 -1.97958
As 2.80116 2.13156 -2.31627
F 1.95953 0.91991 -1.31662
F 0.36100 -0.70219 4.39226
H 3.11359 3.62206 2.89971
F 0.04437 -3.01913 1.74621
F 0.54241 -3.33134 4.17623
C -3.60610 -0.68305 1.81649
H -2.66150 3.83635 -0.63848
H 3.27600 -4.84683 -1.21522
C 3.09482 -4.46221 -0.21156
H -1.47397 -3.44190 -0.97805
F -1.48675 -2.16409 3.46163
H -3.22109 2.21345 -0.93586
H -2.21001 1.56514 3.81657
F 3.54193 3.35930 -3.45614
C 2.76903 -2.21892 -2.12481
As 0.27232 -1.92902 3.12310
F 2.57061 1.07667 -3.73757
F -0.07808 -0.63139 1.84445
H 2.56389 -1.25991 -2.60053
H 3.33739 -0.63579 1.02892
C -1.77945 2.21403 -3.48921
C -2.08728 2.43551 0.92388
O -1.69388 -1.18856 -0.13947
H -4.06658 3.17110 0.15755
H -2.56265 -4.27838 0.13634
H -3.30914 -3.54718 -1.21398
H -1.29088 3.04782 -2.98503
C -4.80376 0.13722 1.26774
O 1.56877 1.28452 1.25118
Cr 0.16499 0.21666 -0.00937
C -3.04469 2.94295 -0.14541
O -1.22949 1.56364 0.74322
H -5.73447 -0.42862 1.22651
N 1.96932 -3.54925 -0.14698
C -1.03334 0.89809 -3.11120
C -1.78713 2.49536 3.43716
C 2.50098 1.87552 1.76895
H 4.49701 1.92567 2.03003
```

## Properties
**Electronic energy**: -218140.757 eV
**Total charge**: 0
**HOMO level (spin up / spin down)**: -0.291 / -0.358 Eh
**Max |F|**: 3.4 eV/A
**Orbital gap (spin up / spin down)**: 8.11 / 9.91 eV
**2S+1**: 5
**<S²>**: 6.003

***

Here is 7 unconnected molecules or ions with the total composition C16H36B2F8NO12 from OMol25. Energies are from wB97M-V/def2-TZVPD.

Geometry as XYZ:
```
75
Properties=species:S:1:pos:R:3
F 3.04330 -2.15010 1.41696
F 3.78670 -0.04403 1.82675
H 1.29381 -1.42911 5.05689
C -3.15783 -4.88488 -0.62058
C -0.29523 1.83493 2.86987
H -0.53140 0.29288 5.50632
H -1.97100 2.39135 -4.80331
F 2.15057 -3.10414 -3.10178
O -1.30592 -3.01555 0.00688
O -2.13810 -5.06284 0.35509
C -0.02271 0.22849 4.54267
N -0.44411 -0.38822 -0.39646
F 3.34076 -0.71651 -0.33095
H -4.33894 -6.34810 0.35392
O -0.40726 1.03743 1.99367
H 4.52291 3.29747 1.27607
C 3.38738 1.60350 -2.16207
F 1.65768 -0.94779 -2.54088
C -1.32597 3.09296 -2.88781
C -0.95292 3.70567 1.57865
C -1.22743 2.11448 -4.05484
B 1.31337 -2.27504 -2.30252
H -1.20236 0.19142 -0.76658
H -5.01083 0.31978 -0.71984
H 1.77660 -0.66194 3.61867
C -3.93521 -6.21108 -0.65460
O 0.09102 1.57852 4.12715
H -1.59086 1.13635 -3.72615
C 0.45819 -3.48695 2.02067
H -0.68731 2.72690 -2.08224
F 1.60659 -2.61318 -0.96765
H 4.39454 1.53376 1.48640
H 0.42725 -0.16892 -0.89601
H -0.64288 -1.39802 -0.45628
O -2.44693 1.28889 -1.22171
H 4.59099 3.18792 -2.90063
C -3.13536 2.19543 -1.65914
H -2.66136 -4.81091 -1.58810
H -4.77575 -6.10946 -1.33940
C -5.12575 1.39561 -0.60139
O -0.56315 -4.40550 1.63371
H -3.85744 -4.08960 -0.37598
O -4.43537 2.22823 -1.54788
O -2.69008 3.14377 -2.43884
H -0.19176 1.93505 -4.33300
O 2.60594 2.67811 1.08602
H 2.07423 0.23541 5.07185
H 3.87030 2.52992 2.73331
H -4.68640 1.66187 0.36036
B 2.93689 -0.81158 0.98008
F -0.03717 -2.45957 -2.65129
H 2.36486 1.24400 -2.30453
H -1.03185 4.77847 1.78363
H -0.63063 -0.36664 3.85811
C 3.69100 2.64745 -3.22130
H -0.11372 -0.12603 0.54165
H 2.90285 3.40523 -3.18258
C 3.89045 2.48732 1.64375
H -6.15403 1.71078 -0.73977
C 2.29982 2.23720 -0.11217
H 1.05442 -3.09311 1.20382
O -0.33055 3.16760 2.71252
H -1.99665 3.38817 1.51029
F 1.62408 -0.31768 1.23491
H -0.41769 3.65794 0.63201
C 1.35687 -0.43828 4.60333
O 1.18909 2.09129 -0.52928
H -1.04542 4.10185 -3.17690
H 3.91191 2.28012 -4.21826
H 0.04363 -2.58959 2.50590
H 4.08376 0.78514 -2.34492
H -3.33598 -7.10392 -0.81630
C -1.29262 -4.06498 0.59383
H 0.96787 -3.91357 2.88140
O 3.43428 2.05819 -0.83316
```

## Properties
**Electronic energy**: -66344.361 eV
**Total charge**: -1
**HOMO level**: -0.286 Eh
**Max |F|**: 2.7 eV/A
**Orbital gap**: 9.95 eV

***

Here is a molecular structure, C16H36BCs3O8S4 from OMol25. Energies are from wB97M-V/def2-TZVPD.

Geometry as XYZ:
```
68
Properties=species:S:1:pos:R:3
S -2.52284 -1.11833 0.26440
S 0.68515 -0.13301 3.19206
H -1.25889 -0.90591 2.01636
H 3.05391 1.90649 1.45464
H 1.16254 0.38125 -5.44480
S 3.13942 0.67266 -1.30701
O -3.28930 0.00869 -0.28839
S -1.33119 0.54678 -4.67147
O 1.12495 1.24730 3.59346
B -0.73757 1.73240 0.17236
H 0.29055 -2.65638 0.40714
O -2.30449 -0.57476 -4.64077
H 3.44237 -1.54445 -0.17589
H -1.51762 -1.83533 5.34883
O -1.46654 1.61975 -5.71571
O -2.82396 -1.66415 1.59914
H 0.63238 -1.14480 -4.76434
H 0.92222 -1.37612 -0.67397
C 0.02477 -1.85239 -0.27919
H -1.04415 1.26796 -0.75206
C 0.50141 -0.06452 -4.70163
C -1.81485 -0.43673 3.91039
C -0.74419 -0.68685 0.38270
H -0.60752 -0.40532 -2.04289
O 1.33735 -1.04996 2.22457
H -0.48734 -0.39657 1.40145
H -2.35668 -3.62351 -0.49115
H 2.78282 -0.46613 2.23904
H -2.37001 1.54433 -2.73479
C -1.32907 1.38849 -3.01808
H 0.19331 1.15480 -1.47067
C -0.76846 -2.46735 -1.48882
H -1.48358 0.74381 1.96982
H 1.00726 1.24809 -0.62665
C 3.41599 -0.51134 0.17065
C 0.45069 -1.07233 4.63214
H 1.64234 1.30541 -3.28451
Cs -1.60011 2.87461 2.42768
C 1.94101 1.73398 -0.34360
C -1.09614 -0.02539 2.63789
H -0.70792 -1.63179 -2.18616
H -0.78883 0.19208 -0.26041
C 2.36555 -0.17347 1.27553
H -0.16648 2.53494 -0.26811
H 2.00710 2.77371 -0.66406
H 1.31059 1.73900 1.77226
H -1.57599 2.17155 0.69048
H 1.70367 -0.42026 -3.03056
O 4.37867 1.48533 -1.43771
C -0.92399 -1.59930 4.46566
C -0.17964 0.56206 -2.30593
H -0.19309 1.02202 0.77498
H 0.58996 -0.39233 5.47256
O 2.58945 0.04400 -2.50732
H -3.03144 -2.61103 -1.70922
H -0.85374 -2.49076 3.84239
Cs -3.10287 1.94685 -0.46954
H -0.90055 2.37868 -3.17297
H -0.31002 -3.28891 -2.03924
C -2.23447 -2.65034 -0.96666
Cs -0.23317 4.33836 -0.62566
H 1.33965 -1.68178 4.79468
H -2.14229 0.43148 4.48232
H -2.75789 -0.90480 3.62809
C 1.02667 0.40684 -3.24429
H 4.48144 -0.37498 0.35594
H 1.37514 -0.57096 1.05373
C 2.13868 1.39853 1.15062
```

## Properties
**Electronic energy**: -79163.930 eV
**Total charge**: +2
**HOMO level**: -0.445 Eh
**Max |F|**: 18.6 eV/A
**Orbital gap**: 5.83 eV